Entry 1:
DFT (ωB97M-V/def2-TZVPD) results for a 2-piece molecular cluster, C7H14N2 overall at a distorted geometry.

Each line ends with the Löwdin charge.
Atoms and positions in Å:
1 C 1.152 1.398 -2.453  -0.09
2 C -0.075 1.732 0.860  -0.22
3 C 1.005 1.621 -1.079  -0.33
4 C 1.848 2.227 -0.106  -0.04
5 N -0.159 1.209 -0.343  0.07
6 N 1.162 2.222 1.103  0.05
7 H -0.927 1.488 1.534  0.13
8 H 1.666 2.555 1.841  0.10
9 H 2.892 2.322 0.118  0.10
10 H 1.207 0.431 -2.710  0.02
11 H 2.252 1.792 -2.779  0.14
12 H 0.393 1.751 -3.260  0.12
13 C -0.916 -1.440 0.547  -0.33
14 C -2.394 -1.717 0.234  -0.12
15 C -0.085 -2.524 1.247  -0.10
16 H -0.328 -1.148 -0.396  0.10
17 H -0.998 -0.455 1.149  0.07
18 H -2.647 -2.698 0.594  0.05
19 H 0.176 -2.279 2.293  0.08
20 H -2.468 -1.651 -0.910  0.09
21 H -3.047 -0.908 0.609  0.06
22 H -0.548 -3.404 1.199  0.01
23 H 0.840 -2.524 0.708  0.06

Cartesian forces (eV/Å) of the 3 atoms listed first:
2.6 3.5 -4.6
-0.8 -2.1 0.0
-0.9 0.9 6.3

Results
HOMO-LUMO gap, eV: 9.34
HOMO energy, eV: -8.48
Structure (SMILES): Cc1c[nH]cn1.CCC


Entry 2:
DFT (ωB97M-V/def2-TZVPD) results for C43H57BDyF4N5OS4 as an isolated structure at a distorted geometry.

Each line ends with the Löwdin spin population.
Atoms and positions in Å:
1 Dy -0.362 0.257 -0.200  5.07
2 C 3.933 -4.153 2.811  0.00
3 C 2.448 -3.849 3.024  0.00
4 C 2.125 -2.454 2.597  0.00
5 C 2.127 -1.328 3.370  0.00
6 C 2.430 -1.227 4.832  0.00
7 C 1.168 -1.162 5.694  0.00
8 C 1.769 -0.236 2.491  0.00
9 N 1.564 -0.693 1.232  -0.01
10 C 1.801 -2.027 1.252  0.00
11 C 1.843 -2.846 0.123  0.00
12 C 1.642 -2.469 -1.200  0.00
13 C 1.732 -3.361 -2.350  0.00
14 C 1.975 -4.835 -2.290  0.00
15 C 3.239 -5.288 -3.025  0.00
16 C 1.467 -2.600 -3.445  0.00
17 C 1.193 -1.259 -2.953  0.00
18 C 0.823 -0.192 -3.763  0.00
19 C 0.516 1.103 -3.352  0.00
20 N 0.586 1.546 -2.072  -0.01
21 C 0.431 2.893 -2.109  0.00
22 C 0.578 3.742 -1.015  0.00
23 C 0.854 3.374 0.297  0.00
24 N 1.037 2.102 0.731  -0.01
25 C 1.321 2.174 2.054  0.00
26 C 1.678 1.103 2.867  0.00
27 C 1.271 3.556 2.500  0.00
28 C 0.990 4.309 1.402  0.00
29 C 0.823 5.791 1.320  0.00
30 C 2.089 6.484 0.814  0.00
31 C 1.352 3.995 3.926  0.00
32 C 0.069 3.574 4.646  0.00
33 C 0.176 3.326 -3.469  0.00
34 C 0.233 2.206 -4.247  0.00
35 C -0.036 2.077 -5.711  0.00
36 C -1.410 1.439 -5.922  0.00
37 C -0.106 4.729 -3.899  0.00
38 C 1.176 5.548 -4.075  0.00
39 N 1.315 -1.216 -1.606  -0.01
40 C 1.323 -3.031 -4.868  0.00
41 C -0.090 -3.563 -5.118  0.00
42 H 4.183 -5.153 3.166  0.00
43 H 4.541 -3.429 3.350  0.00
44 H 4.179 -4.078 1.756  0.00
45 H 2.205 -3.975 4.083  0.00
46 H 1.848 -4.564 2.459  0.00
47 H 3.037 -0.337 5.020  0.00
48 H 3.017 -2.098 5.140  0.00
49 H 0.600 -0.262 5.475  0.00
50 H 1.431 -1.173 6.752  0.00
51 H 0.527 -2.015 5.485  0.00
52 H 2.061 -3.891 0.309  0.00
53 H 1.107 -5.351 -2.710  0.00
54 H 2.056 -5.143 -1.247  0.00
55 H 3.119 -5.219 -4.104  0.00
56 H 3.461 -6.328 -2.779  0.00
57 H 4.090 -4.671 -2.738  0.00
58 H 0.780 -0.382 -4.828  0.00
59 H 0.447 4.798 -1.205  0.00
60 H 1.935 1.338 3.893  0.00
61 H 0.574 6.186 2.308  0.00
62 H -0.010 6.017 0.654  0.00
63 H 2.909 6.335 1.515  0.00
64 H 1.925 7.555 0.693  0.00
65 H 2.386 6.066 -0.144  0.00
66 H 1.458 5.083 3.978  0.00
67 H 2.219 3.548 4.420  0.00
68 H -0.786 4.002 4.127  0.00
69 H 0.072 3.910 5.684  0.00
70 H -0.036 2.491 4.619  0.00
71 H 0.734 1.458 -6.186  0.00
72 H -0.010 3.064 -6.185  0.00
73 H -1.438 0.459 -5.452  0.00
74 H -1.640 1.337 -6.984  0.00
75 H -2.177 2.054 -5.455  0.00
76 H -0.745 5.207 -3.154  0.00
77 H -0.652 4.718 -4.848  0.00
78 H 1.748 5.554 -3.149  0.00
79 H 0.941 6.578 -4.349  0.00
80 H 1.797 5.110 -4.856  0.00
81 H 2.046 -3.812 -5.113  0.00
82 H 1.520 -2.188 -5.535  0.00
83 H -0.227 -4.514 -4.611  0.00
84 H -0.270 -3.703 -6.186  0.00
85 H -0.824 -2.873 -4.707  0.00
86 S -3.171 -0.677 0.061  -0.01
87 F -2.085 4.219 0.071  0.00
88 B -2.464 2.899 0.169  0.00
89 F -1.763 2.252 1.213  0.00
90 F -2.088 2.177 -1.003  -0.01
91 F -3.812 2.839 0.390  0.00
92 O -0.975 -0.366 2.028  -0.01
93 S -1.396 -0.570 3.421  0.00
94 C -2.205 -2.237 3.462  0.00
95 C -3.608 -2.049 4.003  0.00
96 C -4.101 -0.755 3.370  0.00
97 C -3.028 0.282 3.631  0.00
98 H -1.586 -2.911 4.052  0.00
99 H -2.235 -2.575 2.425  0.00
100 H -3.600 -1.965 5.094  0.00
101 H -4.240 -2.896 3.731  0.00
102 H -5.065 -0.435 3.769  0.00
103 H -4.187 -0.892 2.289  0.00
104 H -3.053 0.657 4.658  0.00
105 H -3.041 1.109 2.923  0.00
106 S -1.461 -2.138 -1.817  -0.01
107 C -2.967 -2.182 -0.903  0.00
108 N -4.083 -2.506 -1.747  0.00
109 C -5.227 -2.830 -0.932  0.00
110 C -4.775 -4.043 -0.132  0.00
111 S -3.038 -3.718 0.291  0.00
112 H -4.235 -1.725 -2.381  0.00
113 H -6.085 -3.068 -1.573  0.00
114 H -5.502 -2.008 -0.247  0.00
115 H -4.800 -4.946 -0.743  0.00
116 H -5.352 -4.193 0.779  0.00

Cartesian forces (eV/Å) of the 3 atoms listed first:
0.1 -1.0 -0.2
-0.1 -0.1 0.1
0.2 0.1 -0.1

Results
HOMO-LUMO gap (spin up / spin down), eV: 4.87 / 4.88
Net charge: -2
⟨S²⟩: 9.336
HOMO energy (spin up / spin down), eV: -0.85 / -0.86
Multiplicity: 6


Entry 3:
DFT (ωB97M-V/def2-TZVPD) results for C32H36N10O9RuS2 as an isolated structure.

Each line ends with the Löwdin spin population.
Atoms and positions in Å:
1 Ru -0.348 0.946 0.546  3.98
2 O 1.676 3.181 -2.415  0.02
3 C 1.412 2.400 -1.515  0.01
4 O 0.591 2.605 -0.554  0.12
5 C 2.080 1.026 -1.504  0.01
6 C 3.111 0.765 -2.429  0.00
7 C 3.683 -0.470 -2.433  0.00
8 C 3.201 -1.464 -1.549  0.00
9 C 3.715 -2.782 -1.550  0.00
10 C 3.185 -3.732 -0.726  0.00
11 C 2.117 -3.397 0.134  0.00
12 C 1.608 -2.129 0.170  0.00
13 C 2.148 -1.127 -0.669  0.01
14 N 1.627 0.139 -0.643  0.08
15 H 3.397 1.556 -3.106  0.00
16 H 4.485 -0.715 -3.119  0.00
17 H 4.526 -3.023 -2.224  0.00
18 H 3.572 -4.741 -0.736  0.00
19 H 1.689 -4.162 0.770  0.00
20 H 0.798 -1.883 0.841  0.00
21 C -3.200 3.971 3.082  0.00
22 N -1.776 4.264 3.104  0.01
23 C -1.379 5.247 4.105  0.00
24 C -0.918 3.343 2.592  0.02
25 N -1.241 2.143 2.256  0.09
26 N 0.367 3.821 2.376  0.00
27 C 1.488 3.103 2.012  0.02
28 N 2.587 3.884 1.810  0.01
29 N 1.471 1.820 1.933  0.07
30 H -3.741 4.906 3.217  0.00
31 H -3.494 3.287 3.886  0.00
32 H -3.482 3.556 2.116  0.00
33 H -1.767 6.230 3.837  0.00
34 H -0.299 5.304 4.201  0.00
35 H -1.782 4.968 5.082  0.00
36 H -2.186 1.897 2.523  0.00
37 H 0.433 4.821 2.295  0.00
38 H 2.472 4.868 1.629  0.00
39 H 3.356 3.462 1.317  0.00
40 H 2.370 1.468 1.617  0.00
41 O -0.062 -0.567 2.300  0.08
42 S 0.459 -0.257 3.693  0.01
43 C 2.195 -0.821 3.667  0.00
44 C 2.270 -2.197 4.335  0.00
45 C 0.883 -2.823 4.227  0.00
46 C -0.072 -1.708 4.626  0.01
47 H 2.827 -0.062 4.125  0.00
48 H 2.420 -0.870 2.600  0.00
49 H 2.537 -2.082 5.387  0.00
50 H 3.045 -2.807 3.870  0.00
51 H 0.765 -3.696 4.867  0.00
52 H 0.674 -3.128 3.199  0.00
53 H 0.016 -1.459 5.686  0.00
54 H -1.120 -1.867 4.381  0.00
55 N -1.403 3.844 -2.480  0.02
56 C -1.661 2.590 -2.103  0.03
57 S -2.388 2.282 -0.569  0.16
58 N -1.353 1.565 -2.889  0.01
59 C -0.674 1.570 -4.138  0.00
60 C 0.276 0.574 -4.343  0.00
61 C 0.952 0.512 -5.548  0.00
62 C 0.686 1.440 -6.546  0.00
63 C -0.279 2.413 -6.342  0.00
64 C -0.975 2.477 -5.143  0.00
65 H -1.457 4.528 -1.745  0.00
66 H -0.695 3.998 -3.187  0.00
67 H -1.475 0.654 -2.451  0.00
68 H 0.472 -0.144 -3.556  0.00
69 H 1.688 -0.264 -5.708  0.00
70 H 1.217 1.394 -7.486  0.00
71 H -0.510 3.119 -7.128  0.00
72 H -1.765 3.203 -5.013  0.00
73 O -0.914 -0.668 -1.130  0.10
74 C -1.733 -1.199 -0.318  0.01
75 O -2.092 -0.607 0.720  0.09
76 C -2.176 -2.607 -0.554  0.00
77 C -2.837 -3.285 0.462  0.00
78 C -3.177 -4.609 0.260  0.00
79 C -2.904 -5.284 -0.915  0.00
80 C -2.243 -4.570 -1.898  0.00
81 C -1.864 -3.251 -1.744  0.00
82 N -1.907 -5.258 -3.164  0.00
83 O -2.251 -6.413 -3.277  0.00
84 O -1.309 -4.612 -4.000  0.00
85 N -3.845 -5.343 1.355  0.00
86 O -4.251 -6.457 1.110  0.00
87 O -3.959 -4.766 2.418  0.00
88 H -3.068 -2.787 1.391  0.00
89 H -3.183 -6.316 -1.057  0.00
90 H -1.331 -2.738 -2.530  0.00

Cartesian forces (eV/Å) of the 3 atoms listed first:
0.1 0.0 0.0
0.1 0.0 0.1
0.1 -0.1 -0.1

Results
HOMO-LUMO gap (spin up / spin down), eV: 7.95 / 7.27
Net charge: +1
⟨S²⟩: 8.758
HOMO energy (spin up / spin down), eV: -10.62 / -10.89
Multiplicity: 6


Entry 4:
DFT (ωB97M-V/def2-TZVPD) results for a 2-piece molecular cluster, C5H9N2 overall at a distorted geometry.

Each line ends with the Löwdin charge.
Atoms and positions in Å:
1 C -0.094 -0.128 -1.188  -0.40
2 C -0.131 0.457 1.349  0.21
3 C -0.043 1.420 4.052  0.11
4 C -0.058 0.235 0.192  -0.02
5 C 0.725 -2.006 -2.691  0.00
6 N 0.407 -1.273 -1.483  0.20
7 N -0.684 0.765 -1.904  0.24
8 H -0.148 0.844 2.396  -0.02
9 H 0.600 0.665 4.111  -0.03
10 H -1.051 1.125 3.749  0.03
11 H 0.226 2.334 4.504  0.02
12 H 0.828 -3.131 -2.318  0.16
13 H -0.199 -2.069 -3.336  0.13
14 H 1.589 -1.482 -3.031  0.09
15 H -1.050 1.598 -1.525  0.14
16 H -0.917 0.645 -2.876  0.15

Cartesian forces (eV/Å) of the 3 atoms listed first:
0.9 -0.4 3.1
0.0 1.0 2.5
-2.9 1.6 0.0

Results
HOMO-LUMO gap (spin up / spin down), eV: 11.30 / 4.83
Net charge: +1
HOMO energy (spin up / spin down), eV: -15.15 / -12.34


Entry 5:
DFT (ωB97M-V/def2-TZVPD) results for C32H38HfN6O4SSi as an isolated structure at a distorted geometry.

Each line ends with the Löwdin charge.
Atoms and positions in Å:
1 Hf 0.152 -0.277 0.043  1.50
2 O -2.646 -6.797 0.294  -0.04
3 C -1.431 -6.472 0.452  -0.65
4 O -0.426 -7.138 0.859  -0.05
5 C -1.058 -5.013 0.218  -0.05
6 C 0.291 -4.652 -0.031  0.08
7 C 0.658 -3.314 -0.055  -0.22
8 N -0.279 -2.343 0.160  -0.03
9 C -1.552 -2.654 0.516  -0.20
10 C -1.976 -3.983 0.503  0.08
11 C -2.314 -1.513 0.941  -0.28
12 C -3.402 -1.655 1.825  -0.03
13 C -3.932 -0.510 2.438  -0.08
14 C -3.568 0.739 1.957  -0.03
15 C -2.785 0.838 0.690  -0.37
16 N -1.870 -0.283 0.583  -0.09
17 C 1.997 -2.817 -0.114  -0.27
18 C 3.077 -3.495 -0.706  0.02
19 C 4.363 -2.955 -0.589  -0.02
20 C 4.524 -1.757 0.132  -0.04
21 C 3.411 -1.128 0.661  -0.14
22 N 2.168 -1.614 0.501  -0.02
23 H 1.066 -5.398 -0.161  0.12
24 H -3.010 -4.178 0.756  0.13
25 H -3.716 -2.654 2.083  0.10
26 H -4.590 -0.608 3.292  0.10
27 H -3.947 1.628 2.443  0.09
28 H -2.176 1.754 0.743  0.12
29 H 2.874 -4.411 -1.237  0.12
30 H 5.205 -3.459 -1.041  0.11
31 H 5.503 -1.314 0.277  0.11
32 H 3.521 -0.191 1.196  0.12
33 C 4.050 0.432 -4.136  -0.19
34 Si 3.517 1.952 -3.140  0.54
35 C 4.121 3.533 -3.990  -0.18
36 C 4.264 1.908 -1.403  -0.16
37 C 1.667 2.184 -2.826  -0.24
38 C 1.018 3.417 -2.931  -0.05
39 C -0.284 3.572 -2.404  -0.04
40 C -0.863 2.536 -1.696  -0.11
41 N -0.261 1.323 -1.586  -0.08
42 C 0.937 1.131 -2.198  -0.76
43 S 1.533 -0.468 -2.116  0.73
44 H 5.098 0.530 -4.398  0.03
45 H 3.479 0.326 -5.051  0.03
46 H 3.938 -0.471 -3.543  -0.01
47 H 5.173 3.428 -4.219  0.02
48 H 4.009 4.382 -3.317  0.03
49 H 3.587 3.742 -4.918  0.03
50 H 5.333 1.733 -1.431  0.03
51 H 3.831 1.097 -0.821  -0.01
52 H 4.085 2.837 -0.863  0.04
53 H 1.513 4.241 -3.418  0.10
54 H -0.825 4.506 -2.518  0.10
55 H -1.830 2.651 -1.222  0.08
56 C 1.152 -0.680 5.234  0.00
57 C 0.671 -0.581 3.824  -0.25
58 N 0.244 -1.588 3.057  0.06
59 O 0.259 -2.821 3.688  -0.01
60 C 0.689 0.674 3.087  -0.26
61 C 0.532 2.015 3.740  0.01
62 N 0.855 0.453 1.838  -0.16
63 O 0.813 1.479 0.860  -0.26
64 H 0.891 -1.678 5.594  0.08
65 H 0.704 0.104 5.852  0.09
66 H 2.243 -0.554 5.275  0.10
67 H -0.113 -3.385 2.989  0.10
68 H 1.406 2.241 4.361  0.10
69 H -0.339 2.006 4.393  0.09
70 H 0.418 2.776 2.962  0.08
71 C -4.485 3.270 -0.154  -0.07
72 C -4.863 1.841 -0.548  -0.41
73 C -5.507 1.859 -1.940  -0.08
74 C -3.695 0.828 -0.549  -0.14
75 H -5.359 3.920 -0.227  0.08
76 H -3.733 3.686 -0.823  0.07
77 H -4.128 3.365 0.868  0.06
78 H -5.625 1.478 0.164  0.14
79 H -4.841 2.311 -2.684  0.08
80 H -6.429 2.436 -1.940  0.07
81 H -5.748 0.858 -2.303  0.08
82 H -4.135 -0.171 -0.643  0.13
83 H -3.100 0.963 -1.453  0.10

Cartesian forces (eV/Å) of the 3 atoms listed first:
0.8 1.2 -1.5
2.1 0.8 0.2
-0.6 -1.9 0.4

Results
HOMO-LUMO gap (spin up / spin down), eV: 6.29 / 6.29
HOMO energy (spin up / spin down), eV: -7.38 / -7.39


Summary of total energy in eV
-10463.7292, -133997.9890, -91340.9703, -8297.0219, -70952.5855
(order as listed above)
Summary of energy above the lowest of the compared OMol25 structures with the same formula, charge and spin in kJ/mol
254.5, 143.4, 9.6, 840.4, 0.0
(order as listed above)